P) Entry from the OMol25 dataset: a 7-piece molecular cluster, C6H22O6 overall (ωB97M-V/def2-TZVPD).

Atoms and positions in Å:
1 C -2.7778 -0.5074 0.2543
2 C -1.6731 -1.4758 0.7014
3 C -0.8490 -1.0063 1.8693
4 C -0.9328 -1.5002 3.0947
5 C -0.6908 1.4097 2.2840
6 C -0.2629 0.3470 1.6068
7 H -3.3911 -0.2266 1.1308
8 H -3.4763 -0.9127 -0.4723
9 H -2.4635 0.4603 -0.0954
10 H -1.0593 -1.5093 -0.1868
11 H -2.1615 -2.4281 0.8930
12 H -0.4971 -1.0284 3.9700
13 H -1.3486 -2.4802 3.3325
14 H -0.0924 2.3205 2.3242
15 H -1.4870 1.3407 3.0132
16 H 0.6001 0.3948 0.9494
17 H -1.0442 1.6803 -3.6273
18 H -0.5893 1.2854 -2.2160
19 O -1.2619 1.0969 -2.8947
20 H 2.8943 -2.3317 -2.7334
21 H 1.5845 -1.7941 -3.3357
22 O 2.5402 -1.6371 -3.2983
23 H 1.8225 0.0943 -2.4805
24 H 1.8774 1.0794 -1.3927
25 O 1.2280 0.4778 -1.8063
26 H 0.3644 -1.3470 -1.7106
27 H -0.8743 -1.5699 -2.4164
28 O -0.0941 -2.0840 -2.1503
29 H 1.4037 3.3026 -0.3962
30 H 2.7514 2.8339 0.3455
31 O 2.1924 2.7576 -0.4299
32 H 2.2531 0.6283 2.5810
33 H 2.5416 1.4111 1.2947
34 O 2.9735 0.9183 1.9981

Computed properties:
SMILES = C=CC(=C)CC.O.O.O.O.O.O
M = 190.24 Da
net charge = 0
LUMO energy = 0.0047 hartree



Q) Entry from the OMol25 dataset: a 6-piece molecular cluster, C6H22O6 overall (ωB97M-V/def2-TZVPD).

Atoms and positions in Å:
1 O -0.6098 -2.3177 -1.3360
2 C -1.0505 -1.4168 -0.7095
3 C -0.1622 -0.2601 -0.2050
4 C -0.8618 0.2942 1.0494
5 C -0.5876 -0.4610 2.3429
6 C -0.4547 1.8104 1.2603
7 C -1.5905 2.5744 1.9802
8 H -2.1282 -1.2969 -0.3629
9 H -0.1485 0.5032 -0.9609
10 H 0.7582 -0.7646 0.1394
11 H -2.0393 0.2197 0.8951
12 H -0.9619 -1.4674 2.4219
13 H 0.5177 -0.5155 2.5014
14 H -1.0544 -0.0157 3.3190
15 H -0.2165 2.2687 0.2437
16 H 0.4048 1.8439 1.8648
17 H -2.4363 2.5875 1.2416
18 H -1.7957 2.1106 2.8725
19 H -1.2634 3.6688 2.2126
20 H 3.1548 0.8907 2.0213
21 H 3.1814 -0.5239 1.6908
22 O 2.8005 0.0726 2.2808
23 H 4.2873 -0.6264 -0.1087
24 H 3.1884 -1.5698 -0.2164
25 O 3.8745 -1.2870 0.4320
26 H -3.0099 -0.0137 -1.8868
27 H -3.8511 1.2266 -1.8670
28 O -3.5845 0.4259 -2.3301
29 H -1.8185 1.6172 -2.8716
30 H -0.7491 2.6129 -3.0506
31 O -1.2630 2.1256 -2.3392
32 H 1.6736 -2.3271 -1.6762
33 H 2.9652 -2.5239 -2.2851
34 O 2.4806 -1.9133 -1.7634

Computed properties:
SMILES = CC[C@H](C)CC=O.O.O.O.O.O
M = 190.24 Da
net charge = 0
LUMO energy = 0.0160 hartree



The data favor P); the next most stable structure lies 7.6 kcal/mol above it.



P) Entry from the OMol25 dataset: an isolated ion of composition C7H15N and charge -1 (ωB97M-V/def2-TZVPD).

Atoms and positions in Å:
1 C 0.1663 0.3776 -2.2071
2 C -0.3714 -0.8843 -2.8429
3 C -0.5664 0.8163 -0.9200
4 N -0.1340 -0.1435 0.1511
5 C -1.0851 -0.3186 1.2814
6 C -0.2953 -0.1695 2.5807
7 C 1.1462 0.1566 2.1740
8 C 1.2239 0.1403 0.6484
9 H 0.0449 1.2234 -2.9129
10 H 1.2137 0.3731 -1.9322
11 H -0.3853 -1.6898 -2.1118
12 H 0.1741 -1.0623 -3.7783
13 H -1.3867 -0.7477 -3.2337
14 H -1.6190 0.5419 -0.9813
15 H -0.1389 1.8021 -0.6899
16 H -1.5151 -1.3102 1.0476
17 H -1.9560 0.3438 1.2002
18 H -0.4080 -1.1180 3.1200
19 H -0.7819 0.5556 3.2372
20 H 1.8028 -0.4971 2.7597
21 H 1.3741 1.1189 2.6556
22 H 1.5823 1.1478 0.3913
23 H 1.9146 -0.6568 0.3631

Computed properties:
2S+1 = 2
⟨S²⟩ = 0.75
M = 113.20 Da
net charge = -1
LUMO energy (alpha / beta) = 0.1524 / 0.1489 hartree



Q) Entry from the OMol25 dataset: an isolated ion of composition C7H15N and charge -1 (ωB97M-V/def2-TZVPD).

Atoms and positions in Å:
1 C 1.0418 1.1331 -1.5889
2 C 2.5511 0.9979 -1.3356
3 C 0.1033 -0.0641 -1.3384
4 N 0.1645 -0.3491 0.1150
5 C -0.5399 -1.5854 0.4245
6 C -1.5536 -1.2569 1.5324
7 C -1.7176 0.2480 1.4545
8 C -0.3277 0.7493 0.9982
9 H 0.8219 1.5747 -2.5587
10 H 0.8578 1.9387 -0.8683
11 H 2.8821 1.0928 -0.3086
12 H 3.1333 1.5774 -2.0564
13 H 2.8162 -0.0186 -1.6891
14 H 0.6522 -0.8675 -1.8160
15 H -0.8510 0.3526 -1.6824
16 H 0.1214 -2.3702 0.8172
17 H -1.0101 -2.0867 -0.4295
18 H -1.2217 -1.5204 2.5403
19 H -2.5061 -1.7898 1.4304
20 H -1.9067 0.7318 2.4266
21 H -2.5563 0.6718 0.8982
22 H -0.4450 1.6424 0.3981
23 H 0.3981 0.7295 1.8113

Computed properties:
2S+1 = 2
⟨S²⟩ = 0.75
M = 113.20 Da
net charge = -1
LUMO energy (alpha / beta) = 0.1514 / 0.1532 hartree



The data favor P); the next most stable structure lies 4.4 kcal/mol above it.



P) Entry from the OMol25 dataset: a single C6H13NO molecule (ωB97M-V/def2-TZVPD).

Atoms and positions in Å:
1 C -0.6438 0.2775 -0.1680
2 N -0.6318 0.1742 -1.6470
3 C -1.3554 1.1255 -2.3382
4 O -1.6117 1.0779 -3.5196
5 C 0.3303 -0.7554 0.4250
6 C 0.6565 -0.5358 1.8791
7 C 1.2829 -1.7982 2.4816
8 C 1.5870 0.6761 2.0952
9 H -1.6227 -0.1069 0.1412
10 H -0.5100 1.3196 0.1121
11 H -0.4763 -0.7648 -1.9766
12 H -1.6109 2.0070 -1.7258
13 H 1.2162 -0.8084 -0.2094
14 H -0.1118 -1.7626 0.3686
15 H -0.3033 -0.3214 2.3683
16 H 2.3468 -1.8426 2.2459
17 H 1.1616 -1.9378 3.5713
18 H 0.9005 -2.8038 2.2540
19 H 1.0535 1.4176 2.6931
20 H 1.8015 1.2357 1.1793
21 H 2.5676 0.3782 2.4670

Computed properties:
SMILES = CC(C)CCNC=O
M = 115.18 Da
net charge = 0
LUMO energy = 0.0327 hartree



Q) Entry from the OMol25 dataset: a 2-piece molecular cluster, C6H13NO overall (ωB97M-V/def2-TZVPD).

Atoms and positions in Å:
1 C -1.2208 1.4275 -0.4562
2 N -0.3221 0.4259 -0.9802
3 C 1.3736 0.3718 1.4026
4 C 2.5298 0.8620 0.9744
5 O 0.6217 0.9021 2.4015
6 H 0.9856 1.7617 2.6524
7 H 0.6307 0.6902 -1.1839
8 H -2.2306 1.2662 -0.8313
9 H -0.8778 2.4106 -0.7756
10 H -1.2643 1.4044 0.6394
11 H 3.0906 0.3675 0.2039
12 H 2.9239 1.7959 1.3438
13 C -1.9238 -1.3884 -0.4992
14 C -0.5320 -0.9518 -0.8528
15 C 0.4049 -1.8191 -1.2556
16 H 0.9855 -0.6435 1.1336
17 H -2.6406 -1.0104 -1.2273
18 H -1.9839 -2.4731 -0.4976
19 H -2.2027 -1.0196 0.4874
20 H 1.4089 -1.5003 -1.4832
21 H 0.2434 -2.8797 -1.1960

Computed properties:
SMILES = C=C(C)NC.C=CO
M = 115.18 Da
net charge = 0
LUMO energy = 0.0311 hartree



R) Entry from the OMol25 dataset: a 2-piece molecular cluster, C6H13NO overall (ωB97M-V/def2-TZVPD).

Atoms and positions in Å:
1 C -2.1661 -0.5604 -0.8742
2 C 0.0177 2.1778 0.4038
3 C -0.5440 0.7976 0.4931
4 C -0.8462 0.1716 1.6360
5 O -1.0523 0.3380 -0.8716
6 H -1.8808 -1.5292 -0.4539
7 H -2.9997 -0.1537 -0.2985
8 H -2.4979 -0.6965 -1.9054
9 H 0.4582 2.3574 -0.5802
10 H 0.7985 2.3253 1.1547
11 H -0.7736 2.9184 0.5469
12 H -1.3199 -0.7989 1.6840
13 H -0.5299 0.6060 2.5788
14 C 1.5825 -1.9165 -0.1636
15 C 1.5543 -0.4904 -0.6328
16 N 2.5664 0.2666 -0.4169
17 H 2.4740 1.1590 -0.9125
18 H 0.4629 -0.1464 -1.2141
19 H 2.2887 -2.0528 0.6586
20 H 0.5814 -2.1989 0.1709
21 H 1.8259 -2.5739 -1.0032

Computed properties:
SMILES = [H]/N=C/C.C=C(C)OC
M = 115.18 Da
net charge = 0
LUMO energy = 0.0317 hartree



The data favor P); the next most stable structure lies 31.3 kcal/mol above it.



P) Entry from the OMol25 dataset: a 2-piece molecular cluster, C6H13NO overall (ωB97M-V/def2-TZVPD).

Atoms and positions in Å:
1 C 0.2442 1.5844 -0.0077
2 N -0.6345 0.6751 0.6940
3 C -0.7182 -0.6361 0.1254
4 C -1.1435 -0.9324 -1.1007
5 C -1.9990 -0.0175 -1.9268
6 C 1.2468 -1.9337 0.8450
7 C -0.0615 -1.7283 0.9264
8 H -0.0636 1.8968 -1.0202
9 H 1.1953 1.0974 -0.2092
10 H 0.3195 2.4984 0.5738
11 H -1.5204 1.1266 0.8783
12 H -0.9139 -1.9214 -1.4721
13 H -1.8370 1.0465 -1.7609
14 H -3.0521 -0.0861 -1.6433
15 H -1.8072 -0.2054 -2.9784
16 H 1.8157 -2.6689 1.4056
17 H 1.8782 -1.2270 0.3087
18 H -0.6622 -2.3685 1.5578
19 H 1.9607 0.7805 1.5436
20 H 2.8857 1.9662 1.4794
21 O 2.8670 1.0535 1.7813

Computed properties:
SMILES = C=C/C(=C/C)NC.O
M = 115.18 Da
net charge = 0
LUMO energy = 0.0315 hartree



Q) Entry from the OMol25 dataset: a 2-piece molecular cluster, C6H13NO overall (ωB97M-V/def2-TZVPD).

Atoms and positions in Å:
1 C 2.2669 -1.1680 1.0441
2 C 1.8141 -0.9891 -0.3757
3 N 2.3736 0.9007 -0.9992
4 O 1.7599 -1.8986 -1.1697
5 H 2.7527 0.5378 -1.8701
6 H 2.2584 1.9041 -1.1183
7 H 1.4038 -1.3664 1.6752
8 H 2.9491 -2.0085 1.1589
9 H 2.7567 -0.2431 1.3960
10 C -2.8593 -0.2472 -0.6712
11 C 0.8993 0.4306 -0.6083
12 C -1.9844 0.1336 0.4757
13 C -2.2537 1.0863 1.3511
14 H -3.2775 -1.2462 -0.5147
15 H -2.2868 -0.2692 -1.5962
16 H -3.6819 0.4456 -0.7791
17 H 0.5796 1.1701 0.1306
18 H -1.0199 -0.3953 0.5104
19 H 0.2810 0.2068 -1.4909
20 H -1.6023 1.2971 2.1834
21 H -3.1294 1.7188 1.2680

Computed properties:
SMILES = CC(=O)CN.C=CC
M = 115.18 Da
net charge = 0
LUMO energy = 0.0282 hartree



The data favor P); the next most stable structure lies 16.2 kcal/mol above it.